Version i
# C6H10N2

The molecule C6H10N2 (ωB97M-V/def2-TZVPD, OMol25).

ORCA input file:
```
! wB97M-V def2-TZVPD RIJCOSX def2/J DEFGRID3
* xyz 0 1
N 0.85 1.98 0.76
N 1.90 1.34 0.33
C 1.98 0.21 -0.20
C -0.46 1.37 0.58
C -2.93 -0.89 0.16
C 3.27 -0.48 -0.60
C -1.44 -0.95 -0.14
C -0.58 0.17 0.15
H 4.15 0.12 -0.30
H 3.14 -0.47 -1.68
H -3.23 -1.10 1.12
H -1.32 -1.27 -1.13
H 3.18 -1.55 -0.34
H -1.28 2.02 0.77
H 0.87 3.02 0.64
H -3.50 -0.04 -0.10
H -3.54 -1.62 -0.49
H -1.06 -1.85 0.45
*
```

Orbital gap (alpha / beta)   8.13 / 8.01 eV
Highest occupied orbital energy (alpha / beta)   -7.8 / -7.6 eV



Version ii
# C6H10N2

A structure of composition C6H10N2 (ωB97M-V/def2-TZVPD, OMol25).

ORCA input file:
```
! wB97M-V def2-TZVPD RIJCOSX def2/J DEFGRID3
* xyz 0 1
N 1.11 -0.27 -1.58
N -1.80 0.28 0.54
C 0.31 -1.07 0.42
C 1.35 -1.36 -0.58
C -0.91 -0.50 -0.29
C -1.00 1.19 1.22
C 0.09 0.43 -0.91
C 0.36 0.48 0.72
H -0.97 1.51 2.44
H 1.18 0.81 1.44
H -0.93 2.21 0.65
H -0.19 1.49 -1.01
H 2.49 -1.27 -0.56
H -2.38 0.74 -0.07
H 1.91 0.58 -1.27
H 0.89 -2.24 -1.11
H 0.14 -1.96 1.06
H -1.64 -1.06 -1.10
*
```

Orbital gap   9.30 eV
Highest occupied orbital energy   -8.4 eV



It turns out version i is the most stable, with the second structure 4.7 kcal/mol higher.



Version i
# C4H10NO2

The ion C4H10NO2 with charge +1 (ωB97M-V/def2-TZVPD, OMol25).

ORCA input file:
```
! wB97M-V def2-TZVPD RIJCOSX def2/J DEFGRID3
* xyz 1 1
O 0.00 0.02 1.86
O -1.76 1.14 0.38
N 0.05 -0.28 -0.58
C -0.73 2.13 0.18
C -0.50 0.71 0.51
C 1.56 -0.37 -0.67
C -0.44 -1.64 -0.34
H 1.88 0.66 -0.69
H 0.19 -2.37 -1.00
H -0.62 0.12 2.59
H -0.54 2.52 -0.85
H -0.24 -0.04 -1.47
H 1.78 -1.15 -1.37
H -0.76 2.92 0.95
H -0.12 -1.89 0.73
H 1.74 -0.73 0.35
H -1.51 -1.76 -0.57
*
```

SMILES string   C[NH+](C)[C@@]1(O)CO1
Orbital gap   12.64 eV
Highest occupied orbital energy   -15.7 eV



Version ii
# C4H10NO2

The ion C4H10NO2 with charge +1 (ωB97M-V/def2-TZVPD, OMol25).

ORCA input file:
```
! wB97M-V def2-TZVPD RIJCOSX def2/J DEFGRID3
* xyz 1 1
O -0.38 0.46 0.89
O -2.50 0.47 -0.32
N 1.62 0.68 -0.26
C 2.72 -0.23 0.14
C 0.29 0.04 -0.28
C -1.34 0.95 0.03
C -2.85 -0.82 0.17
H -3.93 -0.85 0.64
H 1.93 0.96 -1.22
H -2.82 -1.53 -0.68
H 3.48 0.44 0.09
H 2.69 -1.01 -0.60
H 0.13 -0.96 -0.60
H 1.71 1.43 0.42
H -1.03 1.95 -0.36
H -2.12 -1.24 0.92
H 2.40 -0.74 1.02
*
```

SMILES string   C[NH2+][C@H]1O[C@@H]1OC
Orbital gap   9.51 eV
Highest occupied orbital energy   -12.8 eV



Version iii
# C4H10NO2

The ion C4H10NO2 with charge +1 (ωB97M-V/def2-TZVPD, OMol25).

ORCA input file:
```
! wB97M-V def2-TZVPD RIJCOSX def2/J DEFGRID3
* xyz 1 1
O 0.26 -2.01 0.75
O 0.31 -1.27 -1.82
N 0.43 1.94 -1.04
C -1.03 -0.06 0.36
C 0.27 0.49 -0.18
C 0.95 -0.44 -1.14
C -0.83 -1.12 1.37
H 2.11 -0.49 -1.17
H 0.66 -2.48 1.45
H 0.85 0.75 0.81
H 1.27 2.49 -0.65
H -0.31 2.60 -0.83
H -1.74 -0.54 -0.29
H -1.64 0.92 0.64
H -1.74 -1.79 1.35
H -0.52 -0.76 2.39
H 0.70 1.77 -2.00
*
```

SMILES string   [NH3+][C@H](C=O)CCO
Orbital gap   9.94 eV
Highest occupied orbital energy   -14.4 eV



Version iv
# C4H10NO2

The ion C4H10NO2 with charge +1 (ωB97M-V/def2-TZVPD, OMol25).

ORCA input file:
```
! wB97M-V def2-TZVPD RIJCOSX def2/J DEFGRID3
* xyz 1 1
O 1.92 0.97 1.88
O -0.29 1.18 2.22
N -0.97 0.08 -0.04
C -1.33 -1.09 -0.92
C 0.80 0.77 1.50
C 1.26 0.19 -1.04
C 0.49 -0.04 0.24
H 2.30 0.09 -0.94
H -1.58 -1.99 -0.28
H 0.06 1.51 3.16
H 0.73 -1.13 0.50
H -1.61 0.10 0.76
H -2.30 -0.85 -1.59
H -1.16 0.98 -0.51
H 1.10 1.15 -1.56
H -0.47 -1.25 -1.63
H 1.04 -0.67 -1.73
*
```

SMILES string   C[NH2+][C@@H](C)C(=O)O
Orbital gap   11.52 eV
Highest occupied orbital energy   -15.0 eV



It turns out version iv is the most stable, with the second structure 51.7 kcal/mol higher.



Version i
# C3H4

A cluster of 2 separate species, C3H4 in total (ωB97M-V/def2-TZVPD, OMol25).

ORCA input file:
```
! wB97M-V def2-TZVPD RIJCOSX def2/J DEFGRID3
* xyz 0 1
C -0.76 0.80 0.35
C 0.00 0.59 -0.84
C -1.04 -0.27 -0.60
H 1.51 -0.50 1.41
H 1.14 -0.22 2.02
H 0.80 0.67 -1.46
H -1.65 -1.08 -0.87
*
```

SMILES string   C1=CC=1.[H][H]
Orbital gap   9.95 eV
Highest occupied orbital energy   -9.1 eV



Version ii
# C3H4

The molecule C3H4 (ωB97M-V/def2-TZVPD, OMol25).

ORCA input file:
```
! wB97M-V def2-TZVPD RIJCOSX def2/J DEFGRID3
* xyz 0 1
C 0.20 0.01 -0.49
C -0.53 -0.03 0.81
C 0.94 0.03 -1.42
H -1.60 -0.40 0.78
H 0.04 -0.61 1.58
H -0.42 1.01 1.20
H 1.37 -0.01 -2.46
*
```

SMILES string   C#CC
Orbital gap   11.07 eV
Highest occupied orbital energy   -10.0 eV



It turns out version ii is the most stable, with the second structure 76.8 kcal/mol higher.